## 1
Density functional theory data (the ωB97M-V functional and the def2-TZVPD basis) for 2 unconnected molecules or ions with the total composition C15H18.

Structure (XYZ):
```
33
C15H18 the ωB97M-V functional and the def2-TZVPD basis
C -0.76 -1.72 -2.54
C -0.83 -0.43 -1.66
C 0.56 0.12 -1.52
C 0.81 1.40 -2.13
C 2.03 2.00 -2.07
C 3.09 1.38 -1.41
C 2.79 0.24 -0.69
C 1.57 -0.46 -0.79
H 0.20 -2.24 -2.41
H -0.75 -1.49 -3.61
H -1.63 -2.34 -2.39
H -1.44 0.37 -2.07
H -1.20 -0.82 -0.70
H -0.06 1.84 -2.60
H 2.22 2.98 -2.52
H 4.10 1.76 -1.43
H 3.54 -0.07 0.03
H 1.63 -1.47 -0.39
C -1.58 -2.11 1.33
C -1.21 -0.69 1.76
C 0.07 -0.48 2.27
C 0.36 0.76 2.81
C -0.52 1.83 2.63
C -1.84 1.60 2.24
C -2.17 0.31 1.83
H -0.78 -2.83 1.37
H -2.03 -2.28 0.35
H -2.28 -2.34 2.14
H 0.88 -1.16 2.08
H 1.25 0.93 3.42
H -0.31 2.87 2.87
H -2.50 2.46 2.24
H -3.20 0.10 1.57
```

Summary:
- E_HOMO (eV) = -8.74
- 2S+1 = 1
- total charge = 0
- LUMO level (eV) = 0.9
- SMILES = CCc1ccccc1.Cc1ccccc1


## 2
Density functional theory data (the ωB97M-V functional and the def2-TZVPD basis) for 2 unconnected molecules or ions with the total composition C15H18.

Structure (XYZ):
```
33
C15H18 the ωB97M-V functional and the def2-TZVPD basis
C -2.43 -1.96 3.09
C -1.85 -2.64 1.84
C -1.66 -1.72 0.64
C -1.72 -2.34 -0.66
C -1.57 -1.58 -1.80
C -1.56 -0.25 -1.70
C -1.79 0.45 -0.52
C -1.76 -0.27 0.72
H -3.64 -1.79 3.00
H -2.14 -0.90 3.17
H -1.94 -2.27 3.94
H -0.91 -3.22 2.10
H -2.50 -3.41 1.39
H -1.94 -3.41 -0.73
H -1.65 -1.97 -2.82
H -1.44 0.37 -2.56
H -1.83 1.52 -0.46
H -1.95 0.25 1.59
C 1.77 -0.18 -1.68
C 1.99 1.10 -0.99
C 1.54 2.32 -1.50
C 1.93 3.53 -0.88
C 2.84 3.50 0.28
C 3.39 2.27 0.69
C 2.89 1.09 0.10
H 2.17 -1.13 -1.16
H 2.32 -0.15 -2.58
H 0.77 -0.46 -1.95
H 0.68 2.19 -2.23
H 1.47 4.52 -1.02
H 3.25 4.36 0.70
H 4.03 2.13 1.56
H 3.25 0.08 0.40
```

Summary:
- E_HOMO (eV) = -8.69
- 2S+1 = 1
- total charge = 0
- LUMO level (eV) = 0.9
- SMILES = CCc1ccccc1.Cc1ccccc1


## 3
Density functional theory data (the ωB97M-V functional and the def2-TZVPD basis) for 2 unconnected molecules or ions with the total composition C15H18.

Structure (XYZ):
```
33
C15H18 the ωB97M-V functional and the def2-TZVPD basis
C -2.47 -2.30 0.03
C -1.80 -1.00 -0.11
C -2.57 0.18 0.30
C -3.87 0.35 -0.04
C -4.48 1.59 0.26
C -3.81 2.55 0.98
C -2.44 2.31 1.33
C -1.80 1.16 0.93
H -3.26 -2.27 -0.66
H -2.84 -2.46 1.07
H -1.75 -3.15 -0.16
H -0.83 -1.04 0.54
H -1.44 -0.84 -1.17
H -4.45 -0.45 -0.59
H -5.53 1.80 -0.16
H -4.34 3.58 1.19
H -1.92 3.25 1.73
H -0.68 0.96 1.14
C 5.10 -1.61 -0.89
C 3.90 -0.83 -0.35
C 2.61 -1.21 -0.62
C 1.53 -0.32 -0.56
C 1.71 0.94 -0.16
C 3.04 1.41 0.15
C 4.09 0.54 0.05
H 4.78 -2.59 -1.15
H 6.05 -1.57 -0.14
H 5.39 -1.06 -1.84
H 2.40 -2.24 -0.96
H 0.57 -0.74 -0.84
H 0.97 1.82 -0.11
H 3.13 2.39 0.61
H 5.01 0.86 0.24
```

Summary:
- E_HOMO (eV) = -9.00
- 2S+1 = 1
- total charge = 0
- LUMO level (eV) = 0.9
- SMILES = CCc1ccccc1.Cc1ccccc1


Most stable structure - 1; separation to the second - 21.5 kcal/mol.


## 1
Density functional theory data (the ωB97M-V functional and the def2-TZVPD basis) for C4H5N2OP in the gas phase.

Structure (XYZ):
```
13
C4H5N2OP the ωB97M-V functional and the def2-TZVPD basis
O 1.59 1.54 0.38
C 1.04 0.45 0.62
P 2.02 -0.41 2.18
C -0.16 0.09 -0.11
C -0.67 0.84 -1.17
C -1.85 0.12 -1.47
N -2.01 -0.93 -0.71
N -0.96 -1.00 0.10
H 3.15 0.13 1.47
H 1.90 -1.55 1.20
H -0.39 1.80 -1.29
H -2.65 0.37 -2.21
H -1.00 -1.46 1.01
```

Summary:
- E_HOMO (eV) = -9.38
- 2S+1 = 1
- total charge = 0
- LUMO level (eV) = -0.1
- SMILES = O=C(P)c1ccn[nH]1


## 2
Density functional theory data (the ωB97M-V functional and the def2-TZVPD basis) for C4H5N2OP in the gas phase.

Structure (XYZ):
```
13
C4H5N2OP the ωB97M-V functional and the def2-TZVPD basis
C -0.27 0.53 -1.62
C 0.62 1.30 -0.75
C -0.95 -1.56 -0.57
C -1.61 -2.48 0.27
N -0.69 -0.64 -1.29
N 1.02 0.80 0.38
O -2.40 -3.29 -0.17
P 2.14 1.34 1.48
H -0.52 1.05 -2.46
H 0.80 2.21 -1.28
H -1.24 -2.27 1.28
H 1.65 0.52 2.56
H 1.46 2.50 2.18
```

Summary:
- E_HOMO (alpha / beta) (eV) = -8.10 / -8.10
- 2S+1 = 1
- total charge = 0
- LUMO level (alpha / beta) (eV) = -1.0 / -1.0


Most stable structure - 1; separation to the second - 43.9 kcal/mol.


## 1
Density functional theory data (the ωB97M-V functional and the def2-TZVPD basis) for 2 unconnected molecules or ions with the total composition C2H5NS2.

Structure (XYZ):
```
10
C2H5NS2 the ωB97M-V functional and the def2-TZVPD basis
C -0.07 -0.60 -1.73
C 0.13 0.10 0.87
H 0.44 -0.19 -2.83
H -1.28 -0.69 -2.02
H 0.31 -1.57 -1.42
H 0.53 1.84 1.74
H -0.77 0.97 3.11
N 0.95 0.69 1.92
S 0.19 0.76 -0.76
S -0.43 -1.32 1.11
```

Summary:
- E_HOMO (eV) = -8.63
- 2S+1 = 1
- total charge = 0
- LUMO level (eV) = -2.5


## 2
Density functional theory data (the ωB97M-V functional and the def2-TZVPD basis) for 2 unconnected molecules or ions with the total composition C2H5NS2.

Structure (XYZ):
```
10
C2H5NS2 the ωB97M-V functional and the def2-TZVPD basis
C 2.15 -0.04 0.77
N 1.51 -0.32 -0.30
C 0.87 0.07 -1.32
S -0.71 0.69 -1.15
H 2.18 -1.04 1.37
H 2.44 0.92 1.13
H 1.35 0.00 -2.27
S -3.56 0.13 1.11
H -3.47 0.56 -0.19
H -2.76 -0.98 0.84
```

Summary:
- E_HOMO (eV) = -8.37
- 2S+1 = 1
- total charge = 0
- LUMO level (eV) = -0.1
- SMILES = C=NC=S.S


Most stable structure - 2; separation to the second - 112.2 kcal/mol.


## 1
Density functional theory data (the ωB97M-V functional and the def2-TZVPD basis) for C2H5NS2 in the gas phase.

Structure (XYZ):
```
10
C2H5NS2 the ωB97M-V functional and the def2-TZVPD basis
C 0.20 -0.58 -1.66
N 0.37 -0.16 -0.28
S 1.93 -0.27 0.38
C -0.49 0.38 0.56
S -2.10 0.64 0.43
H -0.43 -1.53 -1.48
H -0.74 0.04 -2.28
H 1.06 -0.76 -2.09
H 2.15 -1.79 -0.16
H -0.16 0.49 1.52
```

Summary:
- E_HOMO (eV) = -8.44
- 2S+1 = 1
- total charge = 0
- LUMO level (eV) = -0.1
- SMILES = CN(S)C=S


## 2
Density functional theory data (the ωB97M-V functional and the def2-TZVPD basis) for C2H5NS2 in the gas phase.

Structure (XYZ):
```
10
C2H5NS2 the ωB97M-V functional and the def2-TZVPD basis
C 1.97 -0.57 0.68
N 1.16 0.01 -0.06
S 0.16 1.41 0.20
C -1.30 0.87 -0.65
S -2.16 -0.50 0.37
H 2.30 -1.50 0.40
H 2.56 -0.05 1.50
H -2.09 1.65 -0.63
H -1.14 0.37 -1.73
H -1.43 -1.68 -0.07
```

Summary:
- E_HOMO (eV) = -8.65
- 2S+1 = 1
- total charge = 0
- LUMO level (eV) = 0.7
- SMILES = C=NSCS


Most stable structure - 2; separation to the second - 15.5 kcal/mol.


## 1
Density functional theory data (the ωB97M-V functional and the def2-TZVPD basis) for C2H5NS2 in the gas phase.

Structure (XYZ):
```
10
C2H5NS2 the ωB97M-V functional and the def2-TZVPD basis
C 0.52 1.14 -0.08
C 0.77 -0.29 -0.08
S 2.34 -0.89 -0.15
N -0.35 -1.19 0.08
S -1.95 -0.62 -0.24
H -0.53 1.33 -0.20
H 0.97 1.75 -0.91
H 0.87 1.54 0.83
H -0.21 -2.23 -0.21
H -2.44 -0.54 0.97
```

Summary:
- E_HOMO (eV) = -8.56
- 2S+1 = 1
- total charge = 0
- LUMO level (eV) = 0.2
- SMILES = CC(=S)NS


## 2
Density functional theory data (the ωB97M-V functional and the def2-TZVPD basis) for 2 unconnected molecules or ions with the total composition C2H5NS2.

Structure (XYZ):
```
10
C2H5NS2 the ωB97M-V functional and the def2-TZVPD basis
C -0.86 1.06 0.32
C 0.89 -0.44 -0.25
N 0.29 0.80 0.07
S -2.43 -1.01 -0.01
S 2.55 -0.57 0.50
H -1.43 1.92 0.55
H 0.29 -1.27 0.13
H 1.00 -0.53 -1.34
H -3.45 -0.25 0.36
H 3.15 0.28 -0.33
```

Summary:
- E_HOMO (eV) = -8.70
- 2S+1 = 1
- total charge = 0
- LUMO level (eV) = -0.5


Most stable structure - 1; separation to the second - 40.3 kcal/mol.


## 1
Density functional theory data (the ωB97M-V functional and the def2-TZVPD basis) for C10H15N3O2 in the gas phase.

Structure (XYZ):
```
30
C10H15N3O2 the ωB97M-V functional and the def2-TZVPD basis
C 3.80 1.53 1.92
C 2.88 0.80 1.00
C 3.21 0.44 -0.26
C 2.28 -0.26 -1.11
O 2.44 -0.62 -2.26
N 1.06 -0.51 -0.46
C 0.80 -0.11 0.80
C -0.55 -0.47 1.35
N -1.54 -0.48 0.29
C -1.88 0.86 -0.15
C -2.83 0.77 -1.35
O -4.00 0.06 -1.02
C -3.68 -1.24 -0.57
C -2.75 -1.20 0.64
N 1.65 0.52 1.54
H 4.75 1.73 1.44
H 3.97 0.93 2.81
H 3.34 2.46 2.24
H 4.18 0.67 -0.68
H 0.33 -0.98 -0.98
H -0.80 0.22 2.17
H -0.49 -1.48 1.77
H -0.97 1.39 -0.44
H -2.37 1.43 0.66
H -3.15 1.76 -1.66
H -2.31 0.27 -2.18
H -4.62 -1.72 -0.32
H -3.18 -1.80 -1.38
H -2.49 -2.22 0.94
H -3.28 -0.71 1.48
```

Summary:
- E_HOMO (eV) = -9.00
- 2S+1 = 1
- total charge = 0
- LUMO level (eV) = 0.7
- SMILES = Cc1cc(=O)[nH]c(CN2CCOCC2)n1


## 2
Density functional theory data (the ωB97M-V functional and the def2-TZVPD basis) for 2 unconnected molecules or ions with the total composition C10H15N3O2.

Structure (XYZ):
```
30
C10H15N3O2 the ωB97M-V functional and the def2-TZVPD basis
C 0.43 2.75 -2.30
O 0.05 1.47 -1.78
C 1.12 0.96 -1.00
C 0.75 -0.35 -0.23
C -0.70 -0.69 -0.62
N -1.77 -0.96 -0.80
C 0.75 -0.22 1.33
C 0.12 1.09 1.80
N -0.28 2.04 2.25
C 2.13 -0.48 2.03
C 3.39 0.00 1.23
O 4.38 0.37 2.23
H 0.36 2.76 -3.41
H 1.47 3.03 -2.05
H -0.23 3.53 -1.86
H 1.54 1.73 -0.32
H 1.94 0.70 -1.72
H 1.34 -1.22 -0.58
H 0.06 -1.00 1.71
H 2.23 -1.54 2.33
H 2.13 0.10 2.98
H 3.82 -0.86 0.69
H 3.22 0.90 0.62
H 4.72 1.23 1.95
C -5.36 -2.08 -0.72
C -5.77 -3.50 -0.79
N -6.09 -4.59 -0.84
H -5.62 -1.58 -1.65
H -5.87 -1.59 0.10
H -4.28 -2.01 -0.57
```

Summary:
- E_HOMO (eV) = -10.61
- 2S+1 = 1
- total charge = 0
- LUMO level (eV) = 0.3
- SMILES = COC[C@H](C#N)[C@H](C#N)CCO.CC#N


Most stable structure - 1; separation to the second - 76.5 kcal/mol.